Record 1
130
Properties=species:S:1:pos:R:3:forces:R:3 method="wB97M-V/def2-TZVPD" e_tot_ev=-87288.745 gap_ha=0.3256 smiles="NC(=O)CC[C@]1(P(N)O)OS(=O)(=O)O[C@@]1(CCCCO)CCc1ccccc1.CCOCC.CCOCC.CCOCC.CCOCC.CCOCC" molar_mass_g_mol=805.1 homo_ev=-8.595
N 6.066 -1.519 3.645 -0.8 -0.1 -0.4
C 4.838 -0.756 3.434 -0.1 0.3 -0.1
O 4.858 0.423 3.183 0.1 -1.0 0.4
C 3.533 -1.578 3.585 0.4 0.2 0.9
C 2.337 -0.748 4.127 0.8 -0.2 -1.0
C 1.408 -0.083 3.075 -1.3 0.4 0.6
P 2.221 0.449 1.430 1.7 1.4 -0.7
N 0.978 1.082 0.436 -0.1 -1.6 0.6
O 2.781 -0.916 0.615 -0.7 -0.3 0.4
O 1.192 1.247 3.681 -0.6 0.3 -0.5
S -0.211 1.909 3.276 0.2 1.7 0.8
O -0.073 2.988 2.367 0.3 -0.8 -1.2
O -0.855 2.372 4.464 -0.3 -1.6 0.5
O -0.844 0.580 2.629 0.6 0.6 -0.3
C -0.081 -0.586 3.026 -0.2 -2.1 0.9
C -0.701 -1.092 4.377 0.5 0.8 0.6
C -2.110 -0.573 4.712 -0.6 -0.8 0.0
C -3.273 -1.133 3.844 -0.4 0.4 0.2
C -4.013 0.016 3.124 -0.3 -0.1 1.4
O -5.060 -0.433 2.276 0.4 0.0 -0.4
C -0.220 -1.765 2.043 0.0 0.6 -0.9
C 0.775 -2.922 2.310 -0.1 -0.5 -0.9
C 0.178 -4.291 2.011 0.1 0.5 0.4
C -0.140 -4.713 0.728 0.2 0.6 -0.1
C -0.639 -5.977 0.534 -0.3 -0.9 -1.0
C -0.825 -6.864 1.576 -0.1 -0.4 0.7
C -0.530 -6.444 2.859 0.2 0.0 0.4
C -0.030 -5.173 3.055 0.1 0.3 0.6
H 6.133 -1.735 4.640 0.2 0.3 0.0
H 5.859 -2.432 3.233 0.3 0.0 0.1
H 3.317 -2.160 2.686 0.1 0.3 0.0
H 3.773 -2.318 4.365 -0.1 0.1 -0.2
H 1.794 -1.386 4.827 -0.2 0.2 -0.3
H 2.775 0.068 4.711 -0.2 -0.1 -0.1
H 0.175 0.459 0.361 -0.1 0.4 -0.2
H 1.361 1.214 -0.498 0.0 0.3 0.1
H 3.701 -0.733 0.393 -0.1 0.0 0.1
H -0.715 -2.190 4.398 0.0 0.2 -0.1
H -0.058 -0.785 5.217 -0.2 0.0 -0.2
H -2.311 -0.897 5.743 0.2 0.1 -0.2
H -2.195 0.516 4.726 0.3 -0.2 0.0
H -4.022 -1.555 4.534 0.2 -0.1 -0.2
H -3.001 -1.948 3.163 0.2 0.3 0.0
H -4.485 0.598 3.938 0.3 0.1 -0.2
H -3.315 0.696 2.630 -0.3 -0.3 -0.5
H -5.560 -1.090 2.773 0.0 0.1 0.0
H -0.020 -1.396 1.025 -0.1 -0.2 0.2
H -1.230 -2.184 2.019 0.0 0.4 0.3
H 1.167 -2.964 3.329 -0.1 0.2 -0.2
H 1.597 -2.806 1.590 0.1 0.2 0.5
H 0.019 -4.048 -0.120 0.0 -0.1 0.1
H -0.871 -6.335 -0.468 0.1 0.3 0.1
H -1.191 -7.877 1.441 0.0 0.2 -0.3
H -0.632 -7.068 3.744 -0.2 -0.2 -0.3
H 0.224 -4.857 4.067 0.0 0.0 -0.1
C 2.252 2.850 -5.768 0.2 -0.1 0.1
C 1.645 2.854 -4.376 0.0 0.1 -0.2
O 2.264 1.946 -3.479 -0.1 -0.2 0.2
C 3.643 2.153 -3.229 0.1 0.1 0.0
C 3.958 3.512 -2.627 -0.1 0.1 0.0
H 2.217 1.849 -6.200 -0.1 0.0 0.0
H 1.705 3.530 -6.422 0.0 0.0 0.0
H 3.297 3.167 -5.758 0.0 0.1 0.0
H 0.601 2.546 -4.444 0.0 -0.1 0.1
H 1.643 3.865 -3.953 0.1 0.0 0.0
H 4.224 1.983 -4.142 0.0 0.1 0.0
H 3.942 1.374 -2.524 -0.1 -0.1 0.0
H 3.694 4.327 -3.302 0.1 0.0 0.0
H 5.025 3.590 -2.412 0.0 0.0 0.0
H 3.402 3.658 -1.700 0.0 0.0 0.0
C -0.588 2.092 -10.374 -0.1 -0.1 0.1
C 0.819 1.587 -10.099 -0.1 0.0 -0.1
O 0.987 1.037 -8.806 0.2 0.1 0.2
C 0.179 -0.083 -8.489 -0.1 -0.1 -0.1
C 0.393 -1.274 -9.407 0.0 0.1 -0.1
H -0.878 2.836 -9.631 0.0 0.0 0.0
H -0.640 2.546 -11.364 0.0 0.0 0.0
H -1.323 1.287 -10.338 0.0 0.0 -0.1
H 1.514 2.426 -10.162 0.1 -0.1 0.1
H 1.132 0.868 -10.864 -0.1 0.0 0.0
H -0.877 0.208 -8.464 0.0 0.0 -0.1
H 0.445 -0.367 -7.470 0.1 0.1 0.0
H 0.124 -1.046 -10.440 -0.1 0.0 0.0
H -0.219 -2.117 -9.083 0.0 0.0 0.0
H 1.440 -1.580 -9.399 0.0 0.0 0.0
C -0.521 7.406 8.011 0.0 0.0 -0.1
C -0.938 5.990 8.372 0.1 0.1 0.0
O -1.630 5.317 7.339 -0.2 -0.1 0.0
C -0.923 5.143 6.117 0.1 0.0 -0.1
C 0.359 4.344 6.258 0.1 0.1 0.3
H -1.391 7.998 7.723 0.0 0.0 0.0
H -0.036 7.886 8.862 0.0 0.0 0.0
H 0.180 7.424 7.175 0.1 0.0 0.1
H -1.624 6.028 9.220 -0.1 -0.1 -0.1
H -0.073 5.401 8.699 0.1 0.0 0.0
H -0.731 6.116 5.651 0.1 0.0 0.0
H -1.601 4.611 5.451 -0.1 0.0 0.1
H 1.083 4.844 6.906 0.0 0.1 -0.1
H 0.824 4.206 5.283 0.0 0.0 0.0
H 0.151 3.365 6.688 0.0 0.0 -0.1
C -7.791 1.877 7.081 0.0 0.1 0.0
C -6.537 1.079 7.396 -0.1 0.1 0.1
O -5.414 1.451 6.619 0.1 -0.2 -0.2
C -4.975 2.796 6.743 0.0 0.1 0.0
C -4.565 3.183 8.152 -0.1 -0.1 0.1
H -8.045 1.788 6.023 0.0 0.0 0.0
H -8.630 1.512 7.675 0.0 0.0 0.0
H -7.665 2.938 7.300 0.0 0.0 0.1
H -6.722 0.027 7.173 0.1 0.0 -0.1
H -6.298 1.133 8.463 0.0 0.1 0.0
H -5.738 3.479 6.354 0.0 0.0 0.1
H -4.112 2.891 6.083 0.0 -0.1 0.0
H -5.400 3.121 8.852 0.0 0.1 0.0
H -4.192 4.207 8.167 0.1 0.0 -0.1
H -3.779 2.519 8.516 0.0 0.0 0.0
C 3.600 -3.935 -11.699 -0.1 0.0 -0.1
C 3.249 -4.685 -10.424 0.1 0.0 -0.1
O 1.859 -4.872 -10.236 -0.1 0.1 0.2
C 1.181 -5.611 -11.237 0.0 0.0 -0.1
C 1.703 -7.026 -11.414 0.1 0.0 0.0
H 3.104 -2.963 -11.718 0.0 0.0 0.0
H 4.678 -3.780 -11.762 0.0 0.0 0.0
H 3.289 -4.480 -12.591 0.1 0.0 0.0
H 3.594 -4.105 -9.567 -0.1 0.0 0.1
H 3.774 -5.646 -10.380 0.0 0.0 -0.1
H 1.198 -5.065 -12.186 0.0 -0.1 0.0
H 0.137 -5.652 -10.924 0.0 0.1 0.1
H 2.742 -7.040 -11.745 0.0 0.0 -0.1
H 1.110 -7.556 -12.161 0.0 0.0 0.0
H 1.649 -7.574 -10.472 0.0 0.0 0.0

***

Record 2
135
Properties=species:S:1:pos:R:3:forces:R:3 method="wB97M-V/def2-TZVPD" e_tot_ev=-99587.399 gap_ha=0.2285 molar_mass_g_mol=866.1 charge=+1 homo_ev=-10.432
C -4.566 -0.377 -5.044 0.4 -0.1 -0.7
C -3.416 -0.278 -6.057 0.4 -0.1 0.4
C -2.322 -1.304 -5.752 -0.4 -0.2 -0.1
C -2.797 -2.776 -5.870 0.7 0.5 0.3
C -2.325 -3.649 -4.690 -0.4 0.0 -0.2
C -3.410 -3.906 -3.622 0.4 -0.1 -0.4
C -3.088 -3.246 -2.291 -0.5 0.0 0.1
C -4.044 -3.645 -1.153 0.2 0.3 -0.3
C -3.336 -3.783 0.193 -0.5 0.0 -0.5
C -2.812 -2.437 0.669 -0.3 -0.4 0.0
C -2.333 -2.414 2.114 0.3 0.4 -0.6
C -2.053 -0.970 2.524 0.6 -0.6 0.3
C -1.227 -0.878 3.820 -1.1 0.0 -1.1
N 0.226 -0.872 3.498 0.7 -0.2 0.8
C 0.842 0.370 3.536 0.4 -0.3 -1.2
N 1.102 0.984 4.647 -0.8 0.2 0.7
S 0.766 0.423 6.255 0.2 -0.1 0.2
N 1.199 0.956 2.325 -0.6 0.8 0.6
C 1.054 2.435 2.314 1.1 0.6 0.2
C 1.225 3.044 0.915 -0.3 -0.9 -0.1
P -0.185 4.066 0.376 0.5 1.5 0.6
O 0.105 5.451 0.756 0.1 0.0 0.1
O -0.392 3.834 -1.175 0.1 -0.4 0.3
C 0.708 4.260 -2.015 0.0 0.2 -0.6
C 0.326 5.496 -2.809 0.6 -0.2 0.4
O -1.502 3.528 1.080 0.0 -0.7 -0.8
C -2.421 2.714 0.302 -0.2 -0.5 -0.2
C -1.816 1.401 -0.212 0.3 0.6 0.2
C 2.503 0.484 1.894 0.6 -0.8 -0.7
C 2.590 -0.488 0.904 -0.3 0.1 -0.1
C 3.835 -0.947 0.480 -0.1 0.5 0.6
N 4.975 -0.506 1.017 -0.4 -0.3 -0.1
C 4.868 0.401 1.983 0.4 0.4 0.3
C 3.689 0.952 2.457 -0.9 -0.3 -0.3
P 1.101 -2.210 4.024 0.5 -1.0 1.2
O 0.556 -2.873 5.200 -0.5 0.0 -0.2
O 2.540 -1.559 4.310 -0.3 0.1 -0.7
O 1.284 -3.183 2.777 0.2 0.7 -0.1
H -4.156 -0.658 -4.076 -0.1 0.0 0.2
H -5.242 -1.156 -5.384 -0.3 0.0 0.3
H -5.102 0.561 -4.959 -0.2 0.1 0.0
H -2.963 0.710 -5.994 -0.1 0.2 -0.2
H -3.774 -0.428 -7.073 -0.1 0.2 -0.1
H -1.472 -1.166 -6.418 0.1 0.2 0.0
H -1.975 -1.113 -4.736 0.1 0.0 0.1
H -3.879 -2.788 -5.949 -0.2 -0.2 -0.1
H -2.377 -3.176 -6.788 -0.2 -0.1 -0.2
H -1.951 -4.587 -5.093 0.0 -0.2 0.1
H -1.480 -3.159 -4.208 0.2 0.0 0.0
H -3.541 -4.979 -3.492 0.0 -0.1 0.2
H -4.354 -3.527 -4.009 -0.2 0.0 0.1
H -3.163 -2.168 -2.442 0.3 0.2 0.1
H -2.058 -3.478 -2.015 0.1 0.0 0.0
H -4.808 -2.870 -1.074 -0.2 0.0 0.1
H -4.569 -4.560 -1.421 0.1 -0.2 0.1
H -4.053 -4.194 0.903 0.1 0.0 0.2
H -2.534 -4.507 0.050 0.2 -0.1 0.3
H -2.000 -2.137 0.005 0.1 0.2 0.0
H -3.615 -1.708 0.532 -0.1 0.1 0.1
H -3.058 -2.878 2.778 0.0 -0.1 0.1
H -1.397 -2.976 2.145 0.0 -0.2 0.3
H -1.439 -0.549 1.732 -0.2 0.4 -0.1
H -2.983 -0.420 2.630 -0.1 0.2 -0.1
H -1.453 -1.752 4.421 0.3 0.0 0.4
H -1.536 0.024 4.343 0.3 0.1 0.3
H 1.565 1.884 4.622 0.0 0.1 -0.2
H -0.572 0.391 6.167 0.0 0.1 -0.1
H 1.851 2.878 2.921 0.0 0.1 0.1
H 0.130 2.738 2.796 -0.4 -0.3 -0.1
H 1.433 2.255 0.190 -0.1 -0.1 0.0
H 2.102 3.679 0.930 0.0 0.3 -0.2
H 1.603 4.488 -1.436 0.0 -0.1 0.3
H 0.950 3.419 -2.657 -0.2 -0.1 -0.1
H 0.569 6.371 -2.215 -0.3 0.2 0.1
H -0.726 5.478 -3.059 -0.1 0.0 -0.2
H 0.959 5.536 -3.691 -0.2 0.0 -0.3
H -3.254 2.482 0.953 0.0 0.2 0.3
H -2.788 3.304 -0.531 -0.1 0.2 0.0
H -2.515 0.587 -0.066 0.0 -0.2 -0.1
H -0.907 1.203 0.355 0.0 -0.3 0.1
H -1.521 1.479 -1.252 -0.1 -0.1 -0.2
H 1.687 -0.875 0.452 -0.1 0.0 0.0
H 3.884 -1.691 -0.300 0.2 -0.1 -0.1
H 5.791 0.736 2.437 0.2 0.0 -0.1
H 3.680 1.706 3.229 0.3 0.1 0.1
H 3.249 -2.213 4.270 0.2 0.1 0.2
H 2.156 -3.599 2.826 -0.1 -0.4 -0.3
C -5.186 2.865 -8.620 0.0 -0.1 0.0
O -5.514 2.828 -7.241 0.0 0.1 -0.1
C -5.658 4.120 -6.671 0.0 -0.2 0.2
C -7.111 4.520 -6.535 0.0 0.2 -0.1
O -7.737 4.672 -7.797 0.1 -0.1 0.0
C -8.528 3.559 -8.174 0.0 0.0 0.0
H -5.352 1.868 -9.025 0.0 0.0 0.0
H -5.811 3.576 -9.164 0.0 0.0 0.0
H -4.132 3.130 -8.757 0.0 0.0 0.0
H -5.112 4.863 -7.258 0.0 0.0 0.0
H -5.211 4.083 -5.671 0.0 0.0 0.0
H -7.161 5.490 -6.030 0.0 0.0 0.0
H -7.650 3.792 -5.921 0.0 0.0 0.0
H -9.469 3.550 -7.614 0.0 -0.1 0.0
H -8.002 2.615 -8.015 0.0 0.0 0.0
H -8.754 3.660 -9.234 0.0 0.1 0.0
C 5.172 -6.077 4.972 0.0 0.1 0.1
O 4.479 -5.627 3.814 0.0 0.1 -0.1
C 5.101 -6.033 2.599 -0.2 0.2 0.0
C 4.414 -7.234 1.986 0.2 -0.2 0.0
O 4.543 -8.385 2.798 0.0 0.1 0.1
C 3.389 -8.672 3.571 0.0 -0.1 0.0
H 4.505 -5.956 5.823 0.0 0.0 0.0
H 5.449 -7.128 4.887 0.0 0.0 0.0
H 6.072 -5.476 5.137 0.0 0.0 0.0
H 6.160 -6.245 2.764 0.0 0.0 0.0
H 5.029 -5.193 1.900 0.1 0.0 0.0
H 4.893 -7.457 1.028 0.0 0.0 0.0
H 3.359 -7.014 1.792 0.0 0.0 0.0
H 2.605 -9.103 2.941 0.0 0.0 0.0
H 3.004 -7.781 4.072 0.0 0.0 0.0
H 3.673 -9.403 4.325 0.0 0.0 0.0
C 5.748 4.859 3.637 -0.1 0.0 0.0
O 5.407 3.922 4.649 0.0 0.0 -0.1
C 6.513 3.129 5.073 -0.2 0.0 -0.1
C 7.126 3.649 6.356 0.2 0.0 0.0
O 7.707 4.924 6.175 -0.2 0.0 -0.1
C 6.902 5.992 6.649 0.1 0.0 0.0
H 4.934 5.578 3.565 0.0 0.0 0.0
H 6.669 5.392 3.877 0.0 0.0 0.0
H 5.863 4.355 2.670 0.1 0.0 0.0
H 7.277 3.093 4.291 0.0 0.0 0.0
H 6.132 2.113 5.223 0.1 0.0 0.1
H 7.926 2.967 6.659 0.0 0.0 0.0
H 6.380 3.671 7.157 0.0 0.0 0.0
H 6.935 6.041 7.741 -0.1 0.0 0.0
H 5.865 5.895 6.320 0.0 0.0 0.0
H 7.313 6.916 6.246 0.1 0.0 0.0

***

Record 3
134
Properties=species:S:1:pos:R:3:forces:R:3 method="wB97M-V/def2-TZVPD" e_tot_ev=-72241.520 gap_ha=0.3605 molar_mass_g_mol=789.1 homo_ev=-9.680
C -0.056 2.087 -3.101 0.1 -0.2 -0.7
C -0.407 3.318 -2.291 -0.8 -0.2 0.5
C 0.542 4.461 -2.237 1.3 1.6 -0.4
C 1.784 4.214 -1.527 0.7 -0.7 -0.3
N 2.769 3.942 -1.000 -0.1 0.1 0.2
H -0.922 1.432 -3.194 0.0 -0.1 0.3
H 0.777 1.477 -2.753 0.0 0.2 0.4
H 0.203 2.314 -4.136 0.0 0.4 -0.1
H -0.572 3.057 -1.246 -0.5 -0.3 0.0
H -1.316 3.769 -2.691 -0.3 -0.3 0.1
H 0.182 5.368 -1.751 -0.8 -0.2 0.2
H 0.774 4.855 -3.227 0.3 -0.3 -0.3
C -0.004 3.187 3.213 1.1 0.3 -1.6
C 0.490 4.044 1.963 -0.6 -0.3 1.1
C -0.242 5.392 1.950 -0.6 -0.6 -0.8
C -0.075 6.284 3.073 0.2 -1.1 -1.1
N 0.072 7.011 3.929 0.2 1.3 1.6
H 0.397 2.178 3.111 0.2 0.0 0.3
H -1.085 3.058 3.273 -0.1 0.4 -0.1
H 0.406 3.660 4.106 -0.2 -0.2 0.1
H 0.278 3.576 1.002 -0.4 -0.2 0.1
H 1.574 4.157 1.934 0.0 0.1 0.4
H -1.298 5.126 1.922 -0.2 0.2 0.0
H -0.063 5.951 1.031 0.2 0.1 0.0
C -4.659 -3.591 -1.833 0.1 -0.1 -0.8
C -3.365 -4.281 -2.354 -0.2 0.7 1.6
C -2.145 -3.492 -1.852 0.0 -0.3 0.3
C -2.125 -3.271 -0.395 -0.2 0.7 1.3
N -2.126 -3.028 0.743 0.0 -0.6 -1.7
H -4.711 -2.569 -2.211 -0.1 0.0 -0.4
H -4.769 -3.426 -0.761 0.5 -0.6 0.2
H -5.541 -4.142 -2.161 0.0 0.1 -0.1
H -3.235 -4.247 -3.436 -0.6 -0.3 0.0
H -3.302 -5.299 -1.970 -0.1 -0.1 -0.3
H -2.185 -2.534 -2.370 0.4 0.2 0.4
H -1.215 -4.011 -2.085 0.1 0.1 -0.2
C -1.504 0.245 0.673 -0.2 0.0 0.4
C -0.232 -0.100 -0.075 0.8 -0.8 -0.4
C 1.067 0.468 0.546 -0.3 0.3 -0.3
C 2.295 0.268 -0.279 0.7 -0.3 -0.3
N 3.267 0.063 -0.889 -1.7 0.5 0.9
H -1.750 1.306 0.722 0.2 0.2 0.0
H -1.434 -0.151 1.686 0.1 0.3 0.2
H -2.398 -0.253 0.298 0.2 -0.1 -0.5
H -0.219 0.165 -1.132 -0.4 0.0 0.0
H -0.125 -1.184 -0.027 -0.1 -0.2 -0.2
H 1.236 0.040 1.534 0.2 0.1 0.0
H 0.898 1.539 0.655 0.5 0.1 0.2
O 1.630 -3.456 1.771 -1.1 -0.7 -2.5
C 1.143 -4.220 0.916 2.1 0.7 3.4
O 1.240 -4.117 -0.399 -1.1 0.1 0.3
C 2.003 -3.067 -0.959 1.1 -0.1 -1.0
C 3.338 -3.696 -1.377 -0.1 1.1 0.1
C 0.599 -5.536 1.340 -0.8 -0.7 -0.6
H 2.151 -2.205 -0.308 -0.1 -0.5 0.3
H 1.466 -2.733 -1.846 -0.1 0.1 0.0
H 3.221 -4.427 -2.177 -0.1 -0.1 0.2
H 3.839 -4.120 -0.507 0.0 -0.1 -0.1
H 3.960 -2.881 -1.748 0.2 -0.1 -0.1
H -0.490 -5.489 1.351 -0.1 0.0 0.0
H 0.924 -5.889 2.319 0.2 0.5 -0.1
H 0.892 -6.247 0.569 -0.2 -0.2 0.1
O 3.200 0.821 -6.055 -0.3 2.7 0.6
C 3.230 1.873 -5.398 0.2 -3.1 0.1
O 2.596 3.003 -5.637 -0.8 1.5 -0.8
C 1.879 3.271 -6.861 0.0 -0.9 -1.5
C 2.756 3.822 -7.985 0.4 0.5 0.4
C 3.947 1.921 -4.078 0.7 0.1 0.4
H 1.049 3.962 -6.710 0.3 0.1 0.8
H 1.400 2.371 -7.245 0.2 -0.4 0.3
H 2.183 4.054 -8.883 -0.3 -0.3 0.1
H 3.578 3.173 -8.285 -0.1 -0.2 0.2
H 3.182 4.781 -7.689 0.2 0.0 0.1
H 3.323 1.756 -3.199 -0.5 -0.5 -0.3
H 4.382 2.878 -3.789 0.2 0.1 -0.6
H 4.713 1.146 -4.096 -0.1 0.1 0.2
O -6.079 -2.151 1.034 0.2 -1.1 1.6
C -5.500 -2.396 2.090 0.3 0.9 -1.2
O -5.499 -3.537 2.778 -0.7 -0.3 0.1
C -6.236 -4.655 2.239 0.0 -0.4 -0.1
C -6.322 -5.830 3.221 0.5 1.0 0.1
C -4.511 -1.406 2.652 0.3 0.1 0.1
H -5.706 -4.978 1.343 0.0 0.0 -0.1
H -7.233 -4.351 1.919 0.0 0.2 0.1
H -5.352 -6.085 3.649 0.2 -0.1 -0.4
H -6.720 -6.662 2.639 -0.1 -0.1 0.4
H -6.911 -5.592 4.107 -0.5 -0.1 -0.3
H -3.951 -1.107 1.766 0.2 0.2 0.2
H -3.826 -1.817 3.394 -0.1 -0.2 -0.1
H -4.962 -0.523 3.103 -0.3 -0.1 -0.2
O -0.853 -2.312 6.009 -1.1 2.7 -2.9
C -1.009 -1.577 4.998 1.2 -1.9 2.8
O -1.682 -0.412 4.928 -0.4 -0.5 -0.6
C -2.328 0.225 6.009 0.3 0.5 1.2
C -1.346 1.146 6.702 0.1 0.6 0.5
C -0.367 -1.846 3.662 -0.2 0.1 0.6
H -2.750 -0.440 6.763 0.3 -0.6 -0.2
H -3.187 0.788 5.642 0.2 0.0 -0.5
H -0.478 0.625 7.105 -0.2 -0.3 0.0
H -1.861 1.641 7.526 0.0 -0.1 0.2
H -0.944 1.975 6.119 -0.2 -0.2 -0.5
H -1.078 -2.440 3.088 0.2 -0.1 -0.3
H 0.570 -2.385 3.801 -0.2 0.0 -0.1
H -0.201 -0.886 3.172 0.1 -0.2 -0.1
C 6.033 -1.125 0.837 0.1 0.6 1.0
O 6.953 -0.069 0.545 -0.4 -0.9 -0.2
H 6.434 -1.610 1.727 -0.1 -0.3 -0.2
H 5.070 -0.691 1.107 -0.2 0.0 0.1
H 5.807 -1.837 0.044 0.5 0.0 -0.3
H 6.530 0.389 -0.185 0.2 0.5 -0.5
C 0.781 -0.974 -4.237 0.7 -0.6 0.9
O -0.491 -1.179 -3.645 -0.5 0.4 0.3
H 1.178 -1.921 -4.602 0.0 0.2 -0.6
H 0.896 -0.133 -4.922 -0.5 -0.3 -0.3
H 1.438 -0.753 -3.396 0.1 0.2 0.1
H -1.095 -1.717 -4.162 0.4 0.1 -0.5
C -5.750 1.185 0.026 0.6 -0.6 0.5
O -6.178 1.513 -1.261 -0.6 0.7 -0.6
H -4.673 1.052 -0.077 0.0 -0.3 0.3
H -5.914 1.948 0.788 -0.1 0.4 -0.1
H -6.225 0.266 0.369 0.2 -0.2 0.1
H -7.045 1.918 -1.186 -0.1 0.0 -0.2
C 3.889 2.393 2.945 1.3 -0.6 -0.4
O 3.023 1.287 3.020 -0.8 -0.4 0.0
H 3.933 2.949 3.882 -0.3 0.3 -0.2
H 4.870 1.952 2.769 0.5 0.5 0.1
H 3.712 2.976 2.041 -0.5 0.3 0.3
H 3.579 0.548 3.280 -0.3 -0.2 0.0
C 6.311 2.784 -0.672 0.1 1.6 0.6
O 5.721 1.740 -1.361 0.2 -1.1 -0.9
H 5.544 3.508 -0.393 0.0 0.1 0.4
H 6.899 2.460 0.186 -0.2 -0.1 0.3
H 7.004 3.367 -1.278 0.0 -0.3 -0.5
H 4.823 1.582 -1.062 -0.2 0.0 0.1